(1)
C4H9NO2S in the gas phase, computed with wB97M-V/def2-TZVPD.

Results
Frontier orbital gap = 9.951 eV
HOMO = -9.31 eV
2S+1 = 1
LUMO energy = 0.64 eV
Largest force on an atom = 0.75 eV Å⁻¹
SMILES = O=C[C@H](CS)NCO

XYZ file:
```
17
Properties=species:S:1:pos:R:3:forces:R:3:mulliken_charge:R:1
O 0.730428 0.311371 -2.191431 0.050 -0.064 -0.299 -0.477
C 0.914908 0.561544 -1.033337 -0.331 -0.191 0.193 -0.192
C -0.116158 0.350793 0.077001 0.277 0.124 0.048 0.209
C -0.054915 1.542128 1.009340 -0.049 0.253 0.466 -0.894
S -0.527614 3.147251 0.301851 -0.079 0.223 -0.111 -0.230
N 0.128353 -0.895368 0.804515 0.186 0.103 -0.264 -0.360
C -0.541375 -2.070774 0.263219 0.407 -0.114 0.621 -0.392
O -0.787075 -2.056948 -1.107297 -0.386 -0.103 -0.377 -0.479
H 1.890788 0.947048 -0.695340 0.255 0.085 0.143 0.348
H -1.089586 0.262484 -0.393573 -0.169 0.115 -0.056 0.380
H -0.751789 1.410847 1.824164 -0.225 -0.286 0.185 0.384
H 0.923696 1.645821 1.482972 0.140 -0.131 -0.235 0.372
H -0.407984 2.886549 -1.004122 0.106 -0.174 -0.060 0.125
H 1.107387 -1.099709 0.973072 -0.054 0.327 -0.117 0.296
H 0.094937 -2.909060 0.565933 -0.174 -0.174 -0.032 0.340
H -1.513125 -2.185430 0.743787 -0.085 0.011 -0.162 0.271
H -0.000873 -1.848550 -1.620756 0.128 -0.003 0.055 0.299
```
Forces are in eV/Å.

(2)
An isolated ion of composition C4H9NO2S and charge +1 at a distorted geometry, computed with wB97M-V/def2-TZVPD.

Results
Frontier orbital gap (alpha / beta) = 9.354 / 5.203 eV
HOMO (alpha / beta) = -13.44 / -13.35 eV
Charge = +1
2S+1 = 2
LUMO energy (alpha / beta) = -4.09 / -8.15 eV
Largest force on an atom = 2.08 eV Å⁻¹

XYZ file:
```
17
Properties=species:S:1:pos:R:3:forces:R:3:lowdin_spin:R:1
O 0.737943 -1.517555 -2.010893 -0.084 -0.388 0.185 0.119
C 0.354968 -1.520830 -0.898781 0.047 0.753 0.052 0.079
C 0.492526 -0.189296 -0.001134 -1.373 1.302 0.178 0.095
C 0.902868 -0.501327 1.448548 0.540 0.533 0.214 0.036
S 2.622238 -0.074291 1.891865 -0.001 -0.021 -0.540 0.038
N -0.828222 0.376973 -0.043282 1.270 0.015 0.400 0.490
C -1.136636 1.534919 -0.865499 -1.931 -0.220 -0.748 0.046
O -2.439811 1.313741 -1.373033 0.569 0.965 0.963 0.032
H -0.208125 -2.282891 -0.332348 0.224 -0.367 -0.324 0.016
H 1.083841 0.574707 -0.501161 0.653 -0.541 -0.197 0.005
H 0.375842 0.219602 2.069954 -0.611 -0.675 0.155 0.002
H 0.726646 -1.552171 1.661030 -0.300 0.148 0.424 0.000
H 2.927045 -1.274479 2.368828 0.209 -0.294 0.003 0.003
H -1.565289 0.062485 0.599814 0.215 0.091 -0.371 0.010
H -1.231349 2.468825 -0.307158 0.292 -0.205 0.500 0.023
H -0.398675 1.698073 -1.650081 0.281 -0.359 0.047 0.007
H -2.415808 0.663513 -2.056669 0.003 -0.737 -0.942 0.000
```
Forces are in eV/Å.

(3)
An isolated ion of composition C4H9NO2S and charge +1 at a distorted geometry, computed with wB97M-V/def2-TZVPD.

Results
Frontier orbital gap (alpha / beta) = 7.117 / 5.619 eV
HOMO (alpha / beta) = -13.89 / -14.35 eV
Charge = +1
2S+1 = 2
LUMO energy (alpha / beta) = -6.77 / -8.73 eV
Largest force on an atom = 3.26 eV Å⁻¹

XYZ file:
```
17
Properties=species:S:1:pos:R:3:forces:R:3:lowdin_spin:R:1
C 0.232483 -3.172162 -0.036128 -2.040 -2.274 0.655 0.159
N -0.462972 -1.945513 0.096510 2.977 0.282 -1.289 1.197
C 0.093307 -0.749624 -0.214353 -1.142 2.388 0.405 0.208
C -0.647423 0.128237 -1.263712 -0.474 0.303 -0.309 -0.046
S -0.233188 1.871160 -1.385485 0.125 -0.164 0.163 -0.794
C 0.300340 0.114653 1.236617 0.109 0.960 1.294 0.097
O -0.768339 0.927984 1.544554 -0.168 -1.620 -0.213 0.028
O 1.469761 0.844309 1.183500 -0.037 -0.868 -1.035 0.052
H -0.038648 -3.684085 -0.970385 0.148 0.381 -0.195 0.037
H 1.315872 -3.127474 0.072885 0.026 0.657 0.072 0.038
H -0.169592 -3.860140 0.720964 0.313 0.024 0.073 0.018
H -0.827618 1.561385 0.834596 -0.239 1.013 -0.187 -0.019
H 1.152780 -0.786635 -0.506250 0.030 -0.872 0.110 0.058
H -1.730460 0.037907 -1.163560 0.008 -0.040 0.102 -0.011
H -0.433726 -0.153467 -2.301840 0.100 -0.649 0.171 -0.025
H 1.442577 1.294244 0.322795 0.371 0.601 0.214 0.001
H 0.405303 -0.623413 2.025322 -0.107 -0.121 -0.030 0.002
```
Forces are in eV/Å.

(4)
C4H9NO3 in the gas phase at a distorted geometry, computed with wB97M-V/def2-TZVPD.

Results
Frontier orbital gap = 10.605 eV
HOMO = -9.96 eV
2S+1 = 1
LUMO energy = 0.64 eV
Largest force on an atom = 2.39 eV Å⁻¹
SMILES = C[C@@](N)(CO)OC=O

XYZ file:
```
17
Properties=species:S:1:pos:R:3:forces:R:3:mulliken_charge:R:1
C 0.465635 -0.612333 1.064148 0.376 1.810 -0.421 -0.400
C -2.146310 -0.519579 0.169566 -0.875 0.507 -1.124 0.076
O 1.587783 -1.427279 0.898695 0.555 -0.855 -0.357 -0.544
O -3.229632 -0.379225 0.654351 0.370 -0.235 0.133 -0.480
H 2.124345 -1.275423 0.112804 -0.302 0.475 0.093 0.348
H 0.698802 0.120786 1.847752 -0.022 0.190 -0.183 0.288
H -0.272851 -1.247744 1.560804 -0.504 0.067 -0.810 0.354
H -1.778181 -1.484522 -0.234872 0.156 0.227 0.452 0.376
C 0.669821 1.683832 -0.146938 -0.381 -0.180 0.214 -1.439
C 0.029007 0.304412 -0.248620 0.412 -0.766 2.221 0.974
N 0.392432 -0.315426 -1.448726 0.542 -1.173 -1.568 -0.619
O -1.383422 0.557933 -0.158126 -0.317 -0.513 0.700 -0.453
H -0.222336 -0.167381 -2.236928 -0.007 0.490 0.133 0.245
H 0.629336 -1.296656 -1.454536 -0.175 -0.087 0.510 0.213
H 0.373866 2.293092 -0.998181 0.002 -0.047 -0.141 0.408
H 1.753233 1.593656 -0.135556 0.036 -0.023 0.046 0.294
H 0.308472 2.171856 0.754363 0.136 0.113 0.101 0.359
```
Forces are in eV/Å.

(5)
A 2-piece molecular cluster, C4H9NO3 overall at a distorted geometry, computed with wB97M-V/def2-TZVPD.

Results
Frontier orbital gap = 6.545 eV
HOMO = -9.25 eV
2S+1 = 1
LUMO energy = -2.70 eV
Largest force on an atom = 6.19 eV Å⁻¹

XYZ file:
```
17
Properties=species:S:1:pos:R:3:forces:R:3:mulliken_charge:R:1
C 1.113010 -1.139530 -0.169361 3.657 -4.604 1.923 -0.336
O 2.209316 -0.970983 0.501932 -1.458 0.607 -1.415 -0.558
C 0.262529 0.331656 -0.279655 -3.454 3.993 -0.478 0.394
C -1.121430 0.178570 -0.610935 2.930 0.097 -0.883 -0.717
C -2.095808 -0.034529 0.369599 -3.022 -1.733 1.751 0.740
O -3.256942 -0.595641 -0.146555 0.820 0.875 -0.150 -0.471
O -2.068378 0.078732 1.589595 0.859 0.572 -0.533 -0.652
N 0.478204 0.979593 0.939170 -0.364 -0.323 0.255 -0.500
H 1.250809 -1.556384 -1.174571 -0.259 0.788 -0.503 0.307
H 0.426036 -1.797192 0.384982 -0.660 0.577 0.009 0.305
H 0.813165 0.774618 -1.123613 0.261 -0.559 0.211 0.196
H 3.351250 0.996746 -1.234883 -0.067 0.074 0.062 0.037
H -1.486418 0.115989 -1.623849 0.335 -0.213 -0.157 0.376
H -3.853926 -0.575750 0.613703 -0.172 -0.238 -0.026 0.328
H 1.331937 0.727780 1.421237 0.056 -0.200 -0.181 0.305
H 2.997735 1.604247 -0.987718 0.083 -0.031 -0.070 -0.019
H -0.351094 0.882074 1.530924 0.453 0.319 0.184 0.264
```
Forces are in eV/Å.

(6)
A 2-piece molecular cluster, C4H9NO3 overall at a distorted geometry, computed with wB97M-V/def2-TZVPD.

Results
Frontier orbital gap (alpha / beta) = 7.820 / 7.856 eV
HOMO (alpha / beta) = -9.54 / -9.54 eV
2S+1 = 1
LUMO energy (alpha / beta) = -1.72 / -1.69 eV
Largest force on an atom = 2.80 eV Å⁻¹

XYZ file:
```
17
Properties=species:S:1:pos:R:3:forces:R:3:mulliken_charge:R:1
C 1.983893 0.088606 0.858112 -0.028 0.051 0.054 -1.244
C 1.038307 0.258801 -0.292462 -0.339 0.187 -0.094 0.344
C 1.408436 0.413397 -1.555213 -0.031 -0.173 0.106 -1.049
O -0.735855 -1.144206 0.561128 1.249 0.464 0.041 -0.551
H -1.065645 -1.079638 1.468249 0.291 0.281 -0.075 0.317
H 1.830116 0.879096 1.595842 0.042 -0.046 -0.024 0.281
H 3.018360 0.120168 0.513237 -0.070 0.004 0.012 0.384
H 1.806616 -0.867195 1.361510 0.011 0.100 -0.084 0.251
H 2.456102 0.416944 -1.825572 0.028 0.008 0.001 0.297
H 0.678654 0.492659 -2.347332 -0.019 0.095 -0.011 0.288
C -0.453860 0.238814 0.071259 0.670 -1.687 1.805 1.385
N -2.767435 -0.740099 -0.214898 0.359 2.289 -1.568 -0.340
O -0.660016 1.105063 1.168567 -0.134 -0.028 -0.259 -0.564
O -1.279064 0.424343 -0.940316 -2.071 -1.448 0.204 -0.667
H -1.593773 1.358683 1.138907 0.120 -0.021 -0.056 0.322
H -2.615822 -1.711574 -0.493197 0.675 0.158 -0.130 0.262
H -3.049014 -0.253861 -1.067821 -0.753 -0.235 0.080 0.286
```
Forces are in eV/Å.

(7)
A 2-piece molecular cluster, C4H9NO3 overall at a distorted geometry, computed with wB97M-V/def2-TZVPD.

Results
Frontier orbital gap = 10.195 eV
HOMO = -9.66 eV
2S+1 = 1
LUMO energy = 0.53 eV
Largest force on an atom = 2.26 eV Å⁻¹
SMILES = C[C@@H](C=O)NC=O.O

XYZ file:
```
17
Properties=species:S:1:pos:R:3:forces:R:3:mulliken_charge:R:1
C 0.329923 0.569904 -1.885820 0.579 0.117 0.118 -0.040
N 0.294466 0.350676 -0.541500 0.471 0.388 -0.928 -0.112
C -1.966903 -0.561850 -0.487215 -1.751 1.240 -0.592 -1.409
C -0.909394 0.178695 0.296113 2.254 -0.035 0.101 0.530
C -0.206011 -0.443569 1.549123 -0.998 0.357 0.498 -0.155
O -0.304899 0.078550 2.629917 -0.147 0.059 -0.086 -0.482
O 1.377734 0.674378 -2.492637 -0.187 0.000 -0.032 -0.563
H -0.625815 0.662132 -2.397890 -0.323 0.011 -0.025 0.279
H 1.268603 0.276983 -0.202145 -1.080 -0.253 0.101 0.266
H -2.927565 -0.491455 0.038083 0.262 -0.595 0.137 0.351
H -1.760990 -1.529544 -0.887872 0.533 -1.058 0.687 0.412
H -2.231100 -0.078375 -1.455739 0.433 0.446 0.797 0.377
H -1.240654 1.156383 0.699421 -0.246 -0.492 -0.446 0.158
H 0.520209 -1.259134 1.466011 -0.178 -0.388 -0.711 0.423
H 2.358560 0.793849 1.235202 0.408 -0.184 -0.045 0.336
H 3.243257 -0.386572 1.592294 0.041 -0.105 -0.116 0.315
O 2.780580 0.008947 0.844655 -0.070 0.492 0.544 -0.686
```
Forces are in eV/Å.

(8)
C4H9NO3 as an isolated structure at a distorted geometry, computed with wB97M-V/def2-TZVPD.

Results
Frontier orbital gap (alpha / beta) = 8.169 / 8.168 eV
HOMO (alpha / beta) = -8.26 / -8.26 eV
2S+1 = 1
LUMO energy (alpha / beta) = -0.09 / -0.09 eV
Largest force on an atom = 2.09 eV Å⁻¹

XYZ file:
```
17
Properties=species:S:1:pos:R:3:forces:R:3:mulliken_charge:R:1
C 1.527891 -0.818879 0.682054 -0.265 -0.316 -2.044 -0.127
C -0.236421 -1.893623 -0.509118 -0.027 0.021 -0.105 -0.917
C -1.227300 0.973433 -0.998328 0.194 -0.548 -0.266 -1.302
N 0.612678 -0.742589 -0.227658 0.639 0.398 1.865 -0.008
C 0.111086 0.909775 -0.322057 0.118 0.827 1.364 0.951
O -0.217612 0.757832 1.477688 0.331 -0.800 -1.092 -0.402
O -0.174861 1.998322 2.156513 0.066 0.379 -0.700 -0.379
O 1.006583 1.709250 -0.492387 -0.250 -0.744 0.094 -0.635
H 0.519785 2.472614 1.660195 -0.061 -0.083 0.145 0.318
H 2.194740 0.020105 0.794692 -0.315 0.434 0.406 0.229
H 1.820657 -1.775541 1.100728 -0.221 -0.056 0.153 0.300
H 0.326248 -2.817953 -0.372653 0.028 0.070 0.014 0.374
H -0.573277 -1.846678 -1.542838 -0.055 0.014 0.052 0.272
H -1.095123 -1.906517 0.161910 -0.038 0.116 -0.059 0.348
H -2.000117 0.426690 -0.466647 0.000 0.145 0.173 0.308
H -1.477396 2.025069 -1.118353 -0.095 -0.095 0.064 0.343
H -1.117564 0.508689 -1.983741 -0.049 0.237 -0.064 0.328
```
Forces are in eV/Å.